The following is a DFT calculation (ωB97M-V/def2-TZVPD) of a 2-piece molecular cluster, C20H34F5N2O4P overall in a non-equilibrium geometry.

XYZ file:
```
66
Properties=species:S:1:pos:R:3:nbo_charge:R:1
C 3.26081 1.27456 -2.66311 -0.617
C 2.28889 1.31210 -3.88823 -0.409
C 0.79667 1.36940 -3.41987 -0.736
P -0.10199 -0.24876 -3.51011 1.570
C -0.54868 -0.62050 -1.76090 -0.859
C 0.74102 -0.99706 -0.97786 0.381
O 1.02454 -2.13803 -0.82309 -0.508
N -1.57244 0.12044 -4.40319 -0.867
C -2.39824 1.13712 -3.75925 0.688
C -2.43752 2.50085 -4.47178 -0.716
O -3.04492 0.96359 -2.78454 -0.503
C -2.34293 -1.05255 -4.83123 0.697
C -3.23908 -1.88334 -3.91955 -0.730
O -2.29446 -1.32557 -5.96881 -0.468
C 0.97047 -1.61327 -4.23501 0.375
F 2.17197 -1.71129 -3.64501 -0.282
F 1.17087 -1.29243 -5.52752 -0.301
C 0.34633 -3.05695 -4.22575 0.920
F 1.35445 -3.91455 -4.09061 -0.296
F -0.21552 -3.37041 -5.36448 -0.283
F -0.47164 -3.28201 -3.22042 -0.296
H 4.21133 0.78017 -2.89265 0.231
H 2.78326 0.88037 -1.75808 0.208
H 3.51250 2.32253 -2.42978 0.219
H 2.49136 2.27674 -4.37918 0.224
H 2.51301 0.54413 -4.63418 0.221
H 0.25698 2.11488 -4.02360 0.267
H 0.79738 1.72075 -2.37647 0.274
H -1.22242 -1.47824 -1.66667 0.280
H -0.99189 0.26452 -1.28057 0.301
H 1.38487 -0.21480 -0.52098 0.158
H -2.40175 3.33552 -3.76483 0.251
H -3.36017 2.50776 -5.07181 0.258
H -1.60183 2.57706 -5.18391 0.222
H -3.51404 -2.80386 -4.44662 0.256
H -2.81538 -2.11615 -2.93742 0.234
H -4.18257 -1.33339 -3.76480 0.262
C 2.50948 0.85021 4.62099 -0.604
C 1.41096 0.05444 3.89031 0.093
C 1.06084 -1.19457 4.71447 -0.397
C 0.28705 -0.92365 6.00493 -0.408
C -0.57527 0.34300 5.93691 -0.403
C -0.95461 0.78910 4.51358 0.105
N 0.27364 0.97940 3.74774 -0.135
O 0.05784 1.40096 2.48078 -0.702
C -1.65474 2.14473 4.65590 -0.596
C -1.95311 -0.20533 3.90329 -0.634
C 1.99293 -0.43830 2.57850 -0.596
H 2.80233 1.72654 4.03988 0.214
H 3.40707 0.24036 4.77774 0.183
H 2.17465 1.19988 5.59903 0.203
H 0.46938 -1.87722 4.09742 0.196
H 1.97389 -1.74825 4.95499 0.203
H -0.34250 -1.79012 6.22519 0.199
H 0.97981 -0.84025 6.84634 0.200
H -1.47476 0.19730 6.54104 0.203
H -0.03012 1.15669 6.42513 0.203
H -0.96509 2.89941 5.03924 0.210
H -2.49364 2.07431 5.35462 0.188
H -2.04952 2.49878 3.70292 0.222
H -2.84595 -0.27906 4.53125 0.196
H -1.54361 -1.21253 3.80427 0.197
H -2.28056 0.11828 2.91396 0.221
H 2.86211 -1.07881 2.74962 0.195
H 2.32795 0.38661 1.94811 0.216
H 1.25428 -1.02129 2.02376 0.204
```

## Properties
Molecular weight: 492.466 g/mol
Spin multiplicity: 1
Frontier orbital gap: 0.08069 Ha
LUMO level: -1.69 eV

The following is a DFT calculation (ωB97M-V/def2-TZVPD) of C8H22ClFN2O2Pd as an isolated structure in a non-equilibrium geometry.

XYZ file:
```
37
Properties=species:S:1:pos:R:3:lowdin_spin:R:1
Pd 0.01971 2.28198 1.79486 0.540
Cl -2.43870 2.78321 5.09714 1.000
F 0.34975 5.55679 0.38595 0.461
C 3.55138 -0.81200 0.94288 0.000
C 3.15845 -0.96971 2.45858 0.000
C 3.90707 0.07141 3.32299 0.000
O 3.45185 1.41987 2.95754 0.000
C 3.93183 2.37602 3.89392 0.000
N 1.69824 -0.80037 2.59014 0.000
H 3.62148 0.24066 0.66886 0.000
H 2.95721 -1.30046 0.17057 0.000
H 4.51690 -1.29846 0.80423 0.000
H 3.54813 -1.89673 2.87915 0.000
H 4.99564 0.01577 3.31749 0.000
H 3.79635 -0.15833 4.38273 0.000
H 3.56681 3.37274 3.64611 0.000
H 5.00648 2.48510 4.04004 0.000
H 3.46058 2.22637 4.86532 0.000
H 1.28125 -1.54475 2.04965 0.000
H 1.42495 -1.12243 3.50758 0.000
C -4.52054 0.89656 -2.15586 0.000
C -3.58663 -0.28296 -2.11051 0.000
C -3.64928 -1.23801 -3.38523 0.000
O -2.55095 -2.21494 -3.31294 0.000
C -2.30081 -2.66637 -4.68084 0.000
N -2.27378 0.26055 -2.16480 0.000
H -4.47252 1.45462 -1.22079 0.000
H -5.58132 0.65785 -2.23236 0.000
H -4.21596 1.56640 -2.96001 0.000
H -3.81822 -0.81400 -1.18722 0.000
H -3.53909 -0.62715 -4.28123 0.000
H -4.59987 -1.77127 -3.37465 0.000
H -1.88243 -1.94871 -5.38654 0.000
H -3.18067 -3.10292 -5.15346 0.000
H -1.61152 -3.51064 -4.69414 0.000
H -1.76071 -0.51682 -2.55539 0.000
H -2.26122 0.93130 -2.91980 0.000
```

## Properties
Molecular weight: 339.147 g/mol
Spin multiplicity: 3
Energy above the lowest of the compared OMol25 structures with the same formula, charge and spin: 190.8 kcal per mole
Frontier orbital gap (alpha / beta): 0.31052 / 0.10972 Ha
LUMO level (alpha / beta): -0.90 / -4.34 eV